(1)
Molecular formula: C52H51N6O8P2SSe2Si2Sm
Method: DFT, ωB97M-V/def2-TZVPD

Summary:
- Gap between HOMO and LUMO (alpha / beta): 7.23 / 7.23 eV
- LUMO level (alpha / beta): 3.638 / 3.638 eV
- Total charge: -2
- Multiplicity: 6
- HOMO energy (alpha / beta): -3.6 / -3.6 eV
- Largest force on an atom: 2.10 eV Å⁻¹

Structure (XYZ):
```
125
Properties=species:S:1:pos:R:3:forces:R:3:mulliken_charge:R:1
Sm -0.4487 0.2861 -1.5404 -1.130 0.336 -0.397 0.060
O -1.9698 4.6640 -5.7915 0.572 -0.572 0.878 -0.599
C -1.2573 5.2234 -4.8029 0.399 -1.133 -0.427 0.438
O -1.0814 6.4032 -4.7170 -0.281 1.514 -0.154 -0.632
C -0.5652 4.3517 -3.8143 -0.152 -0.267 -0.281 0.382
C 0.3001 4.7924 -2.8289 -0.253 -0.177 0.103 -0.902
N 0.6686 3.7166 -2.1258 0.622 0.178 0.469 0.054
N 0.1335 2.5923 -2.5993 0.159 0.106 0.347 0.612
C -0.5962 2.9638 -3.6247 -1.144 -0.729 -0.804 -0.256
C -1.2874 1.8435 -4.3859 1.229 -0.911 1.161 0.650
O -1.8153 2.0634 -5.4703 -0.711 0.847 -1.033 -0.880
O -1.1327 0.7051 -3.8559 -0.172 0.350 0.026 -0.235
H -1.8955 3.6359 -5.7205 -0.259 0.493 -0.087 0.444
H 0.6195 5.7826 -2.5790 0.136 0.204 0.016 0.530
H 1.3950 3.5840 -1.4006 -0.327 0.092 -0.052 -0.303
Se -3.8060 3.4062 5.1629 -0.123 -0.223 0.210 -0.408
P -3.5374 1.4165 4.4905 -0.517 -0.405 -0.854 0.510
C -5.1118 0.4254 4.2424 0.572 0.572 -0.196 0.468
C -5.2228 -0.5405 3.2471 0.468 -0.020 -0.614 -0.294
C -6.3922 -1.2731 3.0933 -0.289 0.347 0.386 -0.961
C -7.4482 -1.0497 4.0023 0.677 0.519 0.323 -0.323
C -7.3513 -0.0801 5.0169 0.126 -0.331 -0.008 -0.645
C -6.1643 0.6611 5.0996 -0.481 0.780 1.194 -0.312
C -2.7092 0.3177 5.6762 -0.103 -0.333 -0.099 0.591
C -2.1873 0.8364 6.8511 0.249 -0.726 -0.564 -0.426
C -1.6689 -0.0649 7.7719 0.035 0.063 0.424 -0.624
C -1.7405 -1.4454 7.5857 0.486 -0.160 0.244 -0.399
C -2.2958 -1.9742 6.4201 -0.419 0.227 -0.463 -0.735
C -2.7630 -1.0661 5.4638 0.308 -0.067 0.317 -0.249
C -2.7493 1.3416 2.8522 0.849 -0.717 1.011 1.361
C -1.4582 1.0391 2.3359 -0.790 0.207 -0.949 -1.228
N -1.6277 1.0931 0.9695 -0.558 0.573 0.507 0.706
N -2.8858 1.4510 0.7237 -0.119 -0.518 0.812 -0.698
N -3.5891 1.5527 1.8462 0.418 0.342 -1.042 -0.703
P 0.3099 1.0481 2.6879 0.072 0.073 0.141 0.494
Se 2.5393 1.7683 -0.3328 -0.466 0.149 0.225 -0.573
C 0.5929 2.7624 3.2688 -0.225 0.651 0.034 0.273
C -0.4082 3.6898 3.5792 0.099 -0.338 -0.082 -0.223
C -0.0827 4.9835 3.9234 0.792 1.159 0.130 -0.779
C 1.2596 5.4024 3.9459 -1.075 0.205 0.334 -0.362
C 2.2551 4.4967 3.6355 0.525 1.110 0.082 -0.863
C 1.9083 3.2227 3.2705 0.016 -1.277 0.128 -0.263
C 0.6682 0.0037 4.1555 -0.544 -0.603 -0.989 0.453
C 1.4238 0.4546 5.2066 0.519 -0.613 1.603 -0.310
C 1.8927 -0.4478 6.1837 0.430 0.652 -0.201 -0.569
C 1.6722 -1.8043 6.0305 0.368 0.580 0.681 -0.592
C 0.8962 -2.2642 4.9944 -0.462 0.056 -1.311 -0.674
C 0.4017 -1.3784 4.0212 0.208 0.112 1.181 -0.796
H -4.3871 -0.6833 2.5454 -0.545 -0.034 0.324 0.528
H -6.4491 -1.9544 2.2364 -0.196 0.096 0.581 0.450
H -8.3438 -1.6270 3.9836 -0.522 -0.422 -0.351 0.376
H -8.1815 0.0577 5.7645 0.978 -0.084 -0.984 0.295
H -6.0306 1.4636 5.8655 -0.268 -0.723 -0.650 0.225
H -2.1522 1.9100 6.9254 0.041 0.201 0.453 0.322
H -1.2038 0.3053 8.6813 -0.027 -0.002 -0.088 0.357
H -1.2619 -2.0719 8.3580 -0.501 0.156 -0.520 0.334
H -2.4259 -3.0536 6.1980 0.401 0.821 0.422 0.370
H -3.1522 -1.4368 4.5283 -0.121 -0.110 -0.042 0.398
H -1.4409 3.4116 3.5478 -0.376 -0.131 0.009 0.162
H -0.8196 5.7576 4.1707 -0.052 -0.669 -0.142 0.371
H 1.4481 6.4444 4.2363 0.226 -0.508 -0.209 0.337
H 3.2915 4.8447 3.6470 -0.234 -0.372 -0.066 0.368
H 2.6566 2.4865 3.0333 0.461 0.029 -0.264 0.488
H 1.6735 1.4915 5.3273 -0.077 0.378 -0.100 0.407
H 2.5017 -0.0913 7.0394 -0.467 -0.149 -0.688 0.344
H 2.1464 -2.4676 6.7379 -0.180 -0.300 0.079 0.380
H 0.7259 -3.3310 4.9090 -0.131 0.024 -0.137 0.450
H -0.2246 -1.7281 3.2067 0.171 -0.061 -0.046 0.622
O 0.8344 -1.0381 0.1796 0.013 1.248 1.343 -0.698
H 1.4141 -1.3153 -0.5161 0.849 -0.642 -0.936 0.286
H 1.3729 -0.3210 0.6305 -0.695 -0.797 -0.365 -0.085
O -2.8864 1.1588 -1.8343 0.461 0.163 -0.976 -0.507
H -3.4076 0.4534 -2.2282 0.114 -0.130 -0.052 0.239
H -3.2454 1.3467 -0.9545 -0.163 0.023 0.862 0.517
O -3.2575 -3.2107 -0.0074 0.445 0.008 -1.331 -0.571
S -2.7242 -2.8984 -1.3771 -0.012 1.181 1.426 0.103
N -2.0327 -1.6031 -1.5942 -0.066 -0.917 0.109 -0.284
C 4.9775 0.2598 -2.0202 0.128 -0.234 -0.089 -0.408
Si 4.0040 1.9059 -1.9784 1.397 -0.317 -0.224 0.552
C 5.1886 3.3786 -1.7146 0.541 0.120 0.112 -1.143
C 3.4533 2.1877 -3.7201 -1.526 0.841 -0.445 -0.239
H 5.6134 0.1299 -2.9205 -0.215 0.262 0.439 0.160
H 4.2522 -0.5749 -2.0501 0.185 0.399 0.104 -0.225
H 5.5990 0.1124 -1.1211 -0.193 0.112 -0.235 0.389
H 5.8806 3.5550 -2.5855 -0.557 -0.345 0.753 0.272
H 5.7879 3.1999 -0.7938 -0.263 0.323 -0.523 0.250
H 4.6052 4.3113 -1.5862 0.230 -0.418 0.074 0.234
H 4.2182 2.1960 -4.4853 0.640 0.132 0.107 0.499
H 2.9016 3.1810 -3.7955 0.388 -1.244 -0.043 0.201
H 2.8130 1.3578 -4.0272 -0.470 0.191 0.000 -0.399
O 0.7964 -1.0246 -2.6763 0.248 0.320 0.617 3.106
Si 1.2127 -2.2811 -3.5390 0.128 -1.113 0.036 -1.766
C -0.2936 -3.0820 -4.4204 0.774 -0.030 0.000 0.278
C -1.2858 -2.3299 -5.0377 -0.044 1.492 0.134 0.475
C -2.3214 -2.8986 -5.7526 0.017 -0.438 0.148 -1.008
C -2.3918 -4.2757 -5.8382 0.176 -0.537 0.117 -0.374
C -1.4097 -5.0728 -5.2541 0.029 0.764 0.439 -0.857
C -0.3822 -4.4671 -4.5377 -0.061 0.020 -0.019 -0.356
C 2.5218 -1.6369 -4.8160 0.289 -0.349 1.598 0.822
C 3.9131 -1.6533 -4.5475 -0.622 0.491 -1.858 -0.307
C 4.7783 -0.9829 -5.4168 -0.497 -0.105 0.228 -0.809
C 4.2745 -0.2045 -6.4645 0.924 0.379 -0.131 -0.470
C 2.9162 -0.0767 -6.6548 -1.090 -0.279 0.307 -0.650
C 2.0539 -0.8056 -5.8190 -0.077 0.038 -0.627 -0.527
C 1.9098 -3.6881 -2.3318 -0.705 0.043 -0.634 0.593
C 3.0368 -4.4315 -2.7021 -0.680 0.155 -0.187 -0.344
C 3.4408 -5.5197 -1.9486 0.597 -0.222 0.278 -0.748
C 2.7689 -5.9034 -0.8001 -0.847 0.397 0.822 -0.529
C 1.6298 -5.1756 -0.3882 0.831 0.252 -1.917 -0.835
C 1.1711 -4.1147 -1.1814 1.114 0.657 -0.229 0.053
H -1.2998 -1.2412 -4.8969 0.140 -0.378 -0.116 0.197
H -3.1023 -2.3056 -6.2049 0.007 0.229 0.054 0.464
H -3.2536 -4.7328 -6.2894 -0.168 -0.210 -0.348 0.359
H -1.4560 -6.1403 -5.2519 -0.217 -0.540 -0.194 0.391
H 0.3296 -5.0685 -3.9914 0.156 -0.266 -0.123 0.359
H 4.3338 -2.1971 -3.7395 0.150 -0.406 0.637 0.563
H 5.8457 -1.0547 -5.2458 0.035 0.127 -0.065 0.376
H 4.9872 0.3568 -7.0873 -0.394 -0.296 0.206 0.309
H 2.4373 0.5699 -7.4014 0.590 -0.212 0.194 0.391
H 0.9766 -0.7342 -5.9640 0.141 0.112 -0.069 0.213
H 3.5619 -4.2151 -3.6410 -0.132 0.026 0.491 0.334
H 4.3562 -6.0010 -2.2541 0.084 -0.430 0.025 0.372
H 3.0666 -6.7258 -0.1325 0.205 0.304 -0.652 0.295
H 1.1267 -5.4827 0.4877 -0.603 -0.112 0.825 0.494
H 0.3306 -3.4957 -0.8669 -0.046 -0.357 -0.041 0.198
```
Positions in Å, forces in eV/Å.

(2)
Molecular formula: C52H52F5P3PbSSeSi
Method: DFT, ωB97M-V/def2-TZVPD

Summary:
- Gap between HOMO and LUMO (alpha / beta): 6.47 / 6.47 eV
- LUMO level (alpha / beta): -0.518 / -0.518 eV
- Energy above the lowest of the compared OMol25 structures with the same formula, charge and spin: 2.049 eV
- Multiplicity: 1
- HOMO energy (alpha / beta): -7.0 / -7.0 eV
- Largest force on an atom: 6.64 eV Å⁻¹

Structure (XYZ):
```
116
Properties=species:S:1:pos:R:3:forces:R:3:mulliken_charge:R:1
Pb -0.7093 -0.7004 -0.3432 0.024 0.129 0.277 1.427
C 2.7789 -1.9688 1.0054 -0.324 -0.715 0.686 -0.913
Si 1.9790 -0.4916 0.1231 0.749 0.100 -0.409 1.251
C 2.3467 0.9292 1.3149 -0.376 -0.274 0.590 0.713
C 3.6703 1.2568 1.5352 2.327 -0.704 -0.164 -0.037
C 4.0524 2.2253 2.4516 -1.120 0.474 -0.078 -0.963
C 3.0730 2.8642 3.2040 0.307 0.661 0.108 -0.939
C 1.7567 2.4251 3.1572 -0.375 0.681 -0.053 -0.330
C 1.4018 1.5102 2.1684 -0.379 -0.678 -0.165 -1.140
P -0.3234 0.8535 2.1252 -0.090 1.348 0.286 2.125
C -1.2821 2.4511 2.2236 -0.650 -0.045 0.741 0.889
C -0.7234 3.6529 1.7542 -0.395 -1.896 -0.792 0.090
C -1.4229 4.8120 1.9247 0.940 1.679 -0.708 -0.314
C -2.5849 4.8583 2.6575 -1.026 -0.803 -0.593 -1.035
C -3.2663 3.6802 2.9674 1.178 -0.127 0.293 -0.772
C -2.5765 2.4792 2.7979 1.430 0.668 -0.477 -0.695
C -0.3514 0.1078 3.8051 -2.532 -0.247 -0.279 0.325
C 0.7712 -0.5955 4.1673 1.671 -1.434 0.106 -0.285
C 0.7502 -1.4260 5.2944 0.242 0.119 0.071 -0.894
C -0.3887 -1.5045 6.0596 0.641 0.539 -0.095 -0.706
C -1.5110 -0.7909 5.7421 -1.114 0.974 -0.942 -0.942
C -1.5816 -0.0296 4.5678 2.455 -0.201 0.333 -0.455
C 3.0244 -0.0822 -1.4270 -0.554 -0.083 -0.512 0.576
C 3.9593 -0.9734 -1.9087 0.610 -0.864 -1.075 -0.319
C 4.6802 -0.7561 -3.1085 -0.254 -0.169 1.093 -0.828
C 4.4245 0.3634 -3.8673 0.380 -0.045 -0.533 -1.024
C 3.3995 1.2282 -3.4720 0.859 -0.241 -0.035 -0.493
C 2.7439 1.0114 -2.2769 -0.471 0.482 0.430 -0.293
P 1.4362 2.1503 -1.6972 -0.702 -0.193 -0.221 1.088
C 0.2314 2.1887 -3.0840 -1.244 0.041 -0.691 0.463
C 0.1560 1.3051 -4.1806 1.911 -0.941 1.414 -0.174
C -0.7943 1.3563 -5.1469 -1.555 1.100 0.618 -0.970
C -1.7490 2.3402 -5.0535 -1.446 1.921 -0.361 -0.572
C -1.7510 3.2718 -4.0220 -0.199 0.614 0.332 -0.503
C -0.7924 3.1652 -3.0299 0.256 0.400 0.821 -0.217
C 2.1117 3.8185 -2.0159 0.758 -0.220 -0.449 2.018
C 3.0599 4.3626 -0.9562 -0.485 0.633 -1.974 -0.966
C 4.0848 5.2888 -1.4784 0.374 0.940 2.034 -0.736
C 4.1256 5.7869 -2.7091 -0.094 -0.554 0.672 -0.745
C 3.2429 5.2345 -3.6645 -0.842 -0.561 -2.621 -0.525
C 2.3271 4.2810 -3.4240 0.502 0.417 1.416 -1.157
H 3.7773 -1.8582 1.4491 -0.207 0.567 -0.012 0.632
H 2.8807 -2.9290 0.4827 -0.420 0.264 -0.261 0.426
H 2.0555 -2.1469 1.8430 0.634 -0.061 -0.386 -0.247
H 4.5125 0.6770 1.0574 -1.120 0.722 0.076 0.094
H 5.0431 2.6075 2.5835 0.636 -0.309 -0.233 0.431
H 3.4078 3.7692 3.7355 -0.543 -0.697 0.285 0.346
H 0.9724 2.8514 3.8103 0.624 -0.221 -0.427 0.502
H 0.1236 3.5650 1.0890 0.318 0.442 0.189 -0.053
H -1.0710 5.7381 1.3999 -0.169 -0.850 0.833 0.296
H -3.0301 5.8098 2.7935 -0.592 0.693 0.203 0.383
H -4.2676 3.6689 3.3672 -0.050 0.113 0.140 0.486
H -2.9581 1.5514 3.1269 -0.906 -0.373 -0.148 -0.151
H 1.7172 -0.6284 3.5608 -1.143 0.482 0.566 0.165
H 1.6139 -1.9752 5.6777 -0.018 0.263 -0.585 0.423
H -0.3308 -1.9876 6.9917 -0.108 -0.857 0.953 0.457
H -2.3428 -0.7812 6.4329 -0.187 -0.124 -0.110 0.443
H -2.4648 0.5357 4.3359 0.024 -0.220 0.015 0.548
H 4.0769 -1.9589 -1.4692 0.238 0.198 0.465 0.310
H 5.4607 -1.4659 -3.3803 -0.246 0.137 -0.097 0.420
H 5.0412 0.5100 -4.7684 -0.584 0.210 0.397 0.380
H 3.1724 2.1045 -4.0554 -0.069 0.031 -0.201 0.532
H 0.8583 0.4710 -4.2714 0.081 0.337 0.292 0.277
H -0.9592 0.5870 -5.8311 0.345 -1.066 -1.257 0.495
H -2.5534 2.5608 -5.7609 0.351 -0.889 -0.244 0.317
H -2.5130 4.1092 -3.9531 0.961 -1.326 -0.195 0.304
H -0.8875 3.8872 -2.1977 0.367 -0.608 -0.336 0.081
H 3.2449 3.7688 -0.0935 0.235 -0.374 0.568 0.269
H 4.6642 5.8037 -0.7042 0.177 -0.468 -0.209 0.302
H 4.7756 6.6039 -2.9460 0.291 0.151 -0.195 0.408
H 3.3304 5.5714 -4.7028 -0.060 0.030 0.309 0.369
H 1.6124 3.8945 -4.1288 0.203 0.058 -0.480 0.491
S 1.3851 5.0932 -1.0036 -0.544 0.465 1.059 -0.252
F -5.9903 2.7122 -1.2252 1.372 -0.172 0.672 -0.456
C -4.9035 1.8302 -0.9216 -3.181 1.318 -4.260 -0.224
C -3.6377 2.1840 -0.2626 1.876 2.920 -1.495 -1.444
F -2.6229 1.4417 -0.9116 1.200 0.338 0.363 0.270
C -4.4907 1.3356 0.3703 -1.636 -1.855 2.339 1.892
F -5.3889 1.5954 1.3575 -0.092 1.611 0.257 -0.400
C -4.2586 -0.1449 0.2925 -0.248 0.859 5.500 -0.623
Se -4.3020 -0.5908 2.0544 1.442 -2.800 0.234 -0.112
C -4.6003 -0.4758 -0.9007 -0.812 -2.568 -6.072 0.784
F -4.5301 -1.6879 -1.5656 -0.115 0.538 0.931 -0.331
C -5.1139 0.6162 -1.6357 -0.920 -0.479 1.308 0.367
F -6.0384 0.4481 -2.5695 1.210 0.284 0.120 -0.330
C 0.4006 -5.8712 -1.3578 0.039 -0.500 -0.110 -1.647
C 0.6130 -4.4485 -0.8881 0.379 0.770 0.202 1.125
C 1.0974 -3.6688 -2.1362 -0.159 0.591 0.087 -1.520
P -0.6791 -3.6086 0.1686 -1.144 -0.088 -1.424 -0.549
C -0.5872 -4.2040 1.8869 1.098 -1.219 0.307 1.004
C -0.7198 -5.6905 2.2405 -0.246 -0.764 0.645 -1.609
C -1.4128 -3.3582 2.7966 -0.305 0.559 0.546 -1.447
C -2.3459 -4.0736 -0.5824 0.339 0.478 0.032 1.315
C -2.3493 -3.6436 -2.0587 -0.824 1.500 -0.074 -1.616
C -2.8419 -5.5054 -0.5240 -0.855 -1.130 1.434 -1.563
H 1.3327 -6.1826 -1.8736 -0.851 0.209 -0.510 0.462
H -0.5618 -6.0155 -1.9082 1.238 0.099 0.020 0.274
H 0.4063 -6.5655 -0.5492 -0.447 -0.502 0.917 0.301
H 1.4732 -4.4060 -0.1994 -0.136 -0.267 -0.082 0.261
H 0.4426 -3.7740 -3.0145 0.040 0.019 0.421 0.250
H 2.0363 -4.1494 -2.3861 0.280 0.061 -0.303 0.638
H 1.3240 -2.5934 -1.9959 -0.253 -0.453 0.149 0.006
H 0.4455 -3.9061 2.0606 0.488 -0.118 0.272 -0.118
H -1.7630 -6.0236 2.3157 0.050 0.220 -0.534 0.341
H -0.3586 -5.9680 3.2522 0.144 0.832 -0.279 0.388
H -0.1714 -6.3800 1.6092 -0.046 0.043 -0.482 0.330
H -2.4636 -3.5705 2.6976 -0.589 0.161 -0.340 0.366
H -1.2120 -2.3159 2.5400 -0.367 0.160 0.445 0.221
H -1.2129 -3.5452 3.8637 0.375 0.146 -0.380 0.408
H -3.0293 -3.4830 0.0387 -0.077 0.263 -0.373 0.014
H -1.7817 -4.3782 -2.6032 0.062 -0.187 -0.545 0.440
H -1.9163 -2.6371 -2.2500 0.073 -0.571 0.245 0.142
H -3.3843 -3.5095 -2.4830 0.953 -0.661 0.556 0.455
H -2.1134 -6.3089 -0.5203 0.455 0.144 -0.488 0.290
H -3.5756 -5.7074 -1.3240 0.289 0.153 0.331 0.392
H -3.3415 -5.7196 0.4508 -0.007 0.409 -0.648 0.342
```
Positions in Å, forces in eV/Å.

> Among the records above, which one has the lowest multiplicity?

C52H52F5P3PbSSeSi

> What is the largest force on an atom in the second record?

6.64 eV Å⁻¹

> Look up the multiplicity of the first one.

6